Entry 1:
Formula: C7H16BNO6
Source: the OMol25 dataset
Level of theory: ωB97M-V/def2-TZVPD

lowest unoccupied orbital energy: -0.05 eV
gap between HOMO and LUMO: 0.3501 hartree
DFT total energy: -21968.810 eV
HOMO energy: -9.6 eV
SMILES: CN(C)B(O)OC(=O)O.CCOC(C)=O
strongest force on any atom: 0.184 Eh/bohr

Structure (ORCA input):
```
! RIJCOSX wB97M-V def2-TZVPD def2/J DEFGRID3
* xyz 0 1
C -1.100 -0.608 1.685
N -0.291 -1.912 1.570
C -0.779 -2.769 2.716
B -0.543 -2.561 0.209
O -1.945 -2.775 -0.294
O 0.557 -2.958 -0.694
C 0.617 -4.413 -0.901
O 1.710 -5.051 -0.403
O -0.363 -5.242 -1.620
H -2.262 -0.816 1.801
H -0.739 -0.088 2.696
H -0.842 0.153 0.829
H -1.687 -3.447 2.422
H 0.144 -3.440 3.062
H -1.121 -2.066 3.618
H -2.475 -3.312 0.366
H -1.294 -5.131 -1.269
C 0.017 2.173 -2.124
C -0.382 3.282 -1.171
O 0.359 3.194 0.060
C 1.584 3.729 0.259
C 2.368 4.203 -0.931
O 2.077 3.757 1.383
H 1.070 2.248 -2.409
H -0.590 2.208 -3.032
H -0.114 1.195 -1.649
H -0.289 4.277 -1.618
H -1.438 3.162 -0.905
H 3.008 3.391 -1.287
H 2.994 5.045 -0.620
H 1.749 4.571 -1.747
*
```

***

Entry 2:
Formula: C5H10O2
Source: the OMol25 dataset
Level of theory: ωB97M-V/def2-TZVPD

lowest unoccupied orbital energy: 0.54 eV
gap between HOMO and LUMO: 0.3443 hartree
DFT total energy: -9438.705 eV
HOMO energy: -8.8 eV
strongest force on any atom: 0.009 Eh/bohr

Structure (ORCA input):
```
! RIJCOSX wB97M-V def2-TZVPD def2/J DEFGRID3
* xyz 0 1
C -1.771 -0.277 -0.268
C -0.773 0.874 -0.418
O -0.708 1.670 0.751
C 0.677 -1.798 1.515
C 0.627 0.412 -0.889
C 1.604 0.034 0.223
O 0.908 -0.529 1.375
H -2.777 0.122 -0.098
H -1.798 -0.897 -1.171
H -1.521 -0.927 0.580
H -1.156 1.549 -1.192
H -0.555 1.069 1.495
H 1.175 -2.309 0.638
H 0.505 -0.424 -1.589
H 1.102 1.226 -1.448
H 2.123 0.914 0.608
H 2.337 -0.709 -0.112
*
```

***

Entry 3:
Formula: C2H4N2OS
Source: the OMol25 dataset
Level of theory: ωB97M-V/def2-TZVPD

lowest unoccupied orbital energy: -1.15 eV
gap between HOMO and LUMO: 0.3011 hartree
DFT total energy: -17999.298 eV
HOMO energy: -9.3 eV
SMILES: [H]/N=C(/N)C(O)=S
strongest force on any atom: 0.114 Eh/bohr

Structure (ORCA input):
```
! RIJCOSX wB97M-V def2-TZVPD def2/J DEFGRID3
* xyz 0 1
H 1.761 1.748 0.427
N 2.088 0.761 0.079
C 0.955 -0.030 -0.077
N 1.238 -1.476 -0.124
C -0.456 0.439 0.108
O -0.857 1.814 -0.083
S -1.513 -0.741 0.037
H 2.249 -1.714 0.092
H 0.743 -2.405 0.053
H 0.043 2.276 -0.364
*
```

***

What did we get for relative energy (zero: lowest compared OMol25 entry of this formula, charge and spin)? Answer: 0.556 4.338 3.361 eV, in the order shown.